28
Properties=species:S:1:pos:R:3:lowdin_charge:R:1 method="wB97M-V/def2-TZVPD" homo_ev=-12.0 charge=+1 smiles="CSC(SC)=C(C(N)=O)[n+]1ccccc1" de_lowest_kcal_mol=10.6
C -3.20335 -0.10064 -0.15394 -0.372
S -1.53244 0.18532 -0.75067 0.907
C -0.46417 -0.11027 0.55415 -0.868
S -1.13101 -0.98282 1.98474 0.854
C -0.98485 -2.77646 1.41707 -0.296
C 0.80165 0.14680 0.46013 -0.189
C 2.03510 -0.44419 1.52902 -0.459
N 1.99607 0.04376 2.80438 0.142
O 2.76633 -1.26122 1.05944 0.092
N 1.41403 0.92988 -0.65723 0.014
C 2.44040 0.52445 -1.41983 -0.006
C 3.08506 1.30030 -2.35279 -0.001
C 2.60792 2.60418 -2.59224 0.028
C 1.50381 3.01853 -1.79865 -0.014
C 0.95490 2.20796 -0.87990 -0.049
H -3.50892 0.65037 0.50473 0.016
H -2.95078 -0.93211 0.58028 -0.017
H -3.95348 -0.30940 -0.94874 0.074
H -0.57199 -3.42336 2.27382 0.073
H -0.31831 -2.83764 0.60299 0.018
H -2.02179 -3.16755 1.19694 0.056
H 1.36203 0.89050 3.14214 0.180
H 2.63783 -0.35213 3.48915 0.120
H 2.67434 -0.53689 -1.38973 0.151
H 3.83424 0.86795 -3.04431 0.141
H 3.19635 3.25844 -3.22577 0.126
H 1.12192 4.08532 -1.80481 0.153
H 0.24033 2.61431 -0.22744 0.126

***

30
Properties=species:S:1:pos:R:3:lowdin_charge:R:1 method="wB97M-V/def2-TZVPD" homo_ev=-9.5 de_lowest_kcal_mol=229.6
C 6.73428 -2.23130 19.05351 -1.605
Cl 6.95167 -1.12463 20.37404 0.578
Cl 7.63403 -3.73580 19.21996 0.540
Cl 7.02804 -1.49473 17.46472 0.380
H 5.67793 -2.47263 18.93535 -0.118
C 4.24393 -3.84424 16.27850 -1.239
Cl 4.91671 -4.90220 15.03348 0.702
Cl 5.34403 -3.79229 17.75148 0.569
Cl 2.65055 -4.45168 16.86755 0.545
H 4.16325 -2.83016 15.88705 -0.110
C 5.16793 -6.93141 16.39672 -1.110
Cl 6.62015 -6.82997 17.46901 0.481
Cl 4.59339 -8.63984 16.40901 0.488
H 4.37656 -6.24272 16.69259 -0.068
H 5.48173 -6.64735 15.39226 -0.093
C 2.50505 -4.34131 19.70895 -1.109
Cl 1.69016 -5.32140 20.88668 0.556
Cl 1.70723 -2.77218 19.42443 0.541
H 3.55342 -4.24938 19.99281 0.018
H 2.46641 -4.81849 18.72972 -0.141
C 0.43440 -3.88659 16.50892 -1.118
Cl -1.00003 -3.08812 17.17000 0.519
Cl 0.59801 -5.49902 17.19139 0.572
H 0.35716 -3.97330 15.42512 0.047
H 1.30199 -3.27492 16.75643 -0.091
C 7.08899 -1.88262 14.57656 -0.882
Cl 5.57981 -1.73711 15.49991 0.558
Cl 8.44772 -1.75578 15.65788 0.516
H 7.11892 -2.86824 14.11207 0.031
H 7.13056 -1.04773 13.87703 0.042

***

98
Properties=species:S:1:pos:R:3:lowdin_charge:R:1 method="wB97M-V/def2-TZVPD" homo_ev=-8.6 de_lowest_kcal_mol=0.0
C 5.31587 -0.10415 0.85704 -0.114
C 5.65603 0.98614 -0.16374 -0.246
C 4.52828 1.35733 -1.14249 -0.200
C 3.14011 1.59022 -0.51197 -0.170
N 1.99631 0.91513 -1.15308 -0.230
C 2.10062 -0.55252 -1.24084 -0.164
C 1.10780 -1.23577 -0.28934 -0.159
C 1.31098 -0.84573 1.18210 -0.149
C 0.79065 -1.90699 2.16203 -0.229
O -0.23149 -2.73587 1.56774 -0.337
S 0.18370 -4.31457 1.53799 0.892
O 1.41861 -4.40751 0.77311 -0.371
O -0.99401 -4.79799 0.56883 -0.138
B -0.67755 -4.90320 -0.82043 -0.634
O -0.29924 -6.15113 -1.24972 0.177
C -0.85143 -3.69677 -1.81779 -0.108
C -1.91159 -2.65761 -1.39492 -0.132
C 1.59157 1.52826 -2.35966 -1.129
S 2.35020 1.46863 -3.80285 0.663
S 0.04873 2.35248 -2.30443 0.898
C -0.34605 2.59101 -0.55184 -0.445
C -1.85397 2.36543 -0.31437 -0.303
C -2.68392 3.65978 -0.39486 -0.116
H 4.65462 0.28262 1.63758 0.040
H 4.83473 -0.97454 0.40529 0.067
H 6.21724 -0.45262 1.36795 0.073
H 6.04096 1.85825 0.37223 0.104
H 6.49089 0.61504 -0.76811 0.104
H 4.48312 0.58971 -1.91809 0.089
H 4.83719 2.26873 -1.66161 0.105
H 2.92927 2.66452 -0.54619 0.124
H 3.12405 1.32936 0.54930 0.098
H 1.82665 -0.85570 -2.25200 0.107
H 3.10317 -0.89159 -0.97740 0.110
H 0.08419 -1.02973 -0.60617 0.105
H 1.31797 -2.30885 -0.35941 0.093
H 2.38224 -0.74069 1.38396 0.097
H 0.84106 0.11981 1.38133 0.102
H 0.33221 -1.42615 3.02822 0.118
H 1.62564 -2.50922 2.52478 0.104
H 0.46418 -6.06673 -1.82756 0.115
H 0.11767 -3.21073 -1.99068 0.101
H -1.13722 -4.12642 -2.78409 0.106
H -2.90918 -2.97719 -1.70610 0.035
H -1.72673 -1.67962 -1.84697 0.023
H -1.92232 -2.51192 -0.31366 0.064
H -0.08806 3.62325 -0.30711 0.072
H 0.23877 1.89044 0.04015 0.054
H -2.25100 1.65307 -1.04086 0.086
H -1.99172 1.91913 0.67319 0.101
H -3.05923 3.83124 -1.40419 0.032
H -3.54515 3.62704 0.27542 0.069
H -2.07950 4.51430 -0.07839 0.070
C -2.96542 -0.74970 -4.90640 -2.006
Cl -2.48404 -2.15282 -5.86053 0.504
Cl -3.99893 -1.27294 -3.57427 0.538
Cl -1.52030 0.04049 -4.27488 0.525
Cl -3.86087 0.40419 -5.91474 0.504
C 0.31203 -3.97787 6.29676 -2.044
Cl 0.70636 -5.27064 7.43460 0.531
Cl 0.15969 -4.65011 4.66482 0.537
Cl -1.22270 -3.22578 6.74806 0.525
Cl 1.58035 -2.74960 6.34096 0.506
C 4.06417 1.52289 5.58210 -2.039
Cl 3.73825 2.96208 6.54309 0.499
Cl 4.00111 0.07887 6.60532 0.497
Cl 2.84121 1.37744 4.31011 0.520
Cl 5.66660 1.64913 4.85546 0.538
C -4.75568 6.47116 -2.77793 -2.062
Cl -4.18233 5.15784 -3.81106 0.526
Cl -5.71602 5.80628 -1.45162 0.524
Cl -3.36858 7.34456 -2.11909 0.522
Cl -5.75243 7.57653 -3.72760 0.526
C 4.29539 2.29341 11.08817 -2.046
Cl 4.70684 1.07873 12.30203 0.531
Cl 4.29599 1.55874 9.48324 0.485
Cl 2.68535 2.94158 11.42589 0.504
Cl 5.47746 3.60505 11.13841 0.530
C -5.95003 -3.04619 -8.80391 -2.055
Cl -6.78978 -4.05843 -7.62318 0.518
Cl -5.28875 -1.62810 -7.98934 0.488
Cl -4.63138 -3.96709 -9.53701 0.522
Cl -7.08531 -2.54037 -10.05996 0.524
C -7.58066 -3.28547 -2.11389 -2.058
Cl -7.03198 -4.66729 -3.06743 0.522
Cl -8.66902 -3.83913 -0.83933 0.529
Cl -6.18148 -2.48637 -1.38705 0.503
Cl -8.42592 -2.14485 -3.16328 0.526
C 0.58139 -0.85375 -8.18522 -2.050
Cl 1.68858 -0.74607 -9.55800 0.527
Cl 1.23881 0.04708 -6.81853 0.496
Cl -0.98674 -0.17498 -8.63840 0.513
Cl 0.37366 -2.55000 -7.72974 0.501
C 0.62198 5.71853 7.74538 -2.055
Cl 1.51184 4.99076 9.08794 0.491
Cl 1.68668 5.87455 6.34384 0.508
Cl -0.75264 4.69100 7.32807 0.526
Cl 0.04126 7.31723 8.22080 0.528

***

77
Properties=species:S:1:pos:R:3:lowdin_charge:R:1 method="wB97M-V/def2-TZVPD" homo_ev=-2.6 charge=-2 de_lowest_kcal_mol=33.1
Sr -1.67659 1.03335 1.39621 1.046
O 4.07929 2.81323 0.96104 0.096
C 3.57970 2.89769 -0.24915 -0.537
O 4.26322 3.22341 -1.20429 0.044
C 2.14966 2.55751 -0.42090 -0.055
C 1.43707 2.63725 -1.61065 -0.012
N 0.20122 2.19375 -1.36454 0.024
N 0.05875 1.83217 -0.10449 -0.021
C 1.20536 2.03902 0.50573 -0.123
C 1.28938 1.70631 1.96555 -0.565
O 2.33359 1.99676 2.58797 0.045
O 0.29121 1.15399 2.45343 -0.231
H 3.38245 2.49950 1.68334 0.063
H 1.74606 2.99288 -2.57140 0.135
H -0.61379 2.09173 -1.96594 0.125
C 6.51231 -0.63553 -4.01265 -0.075
C 5.20097 0.07676 -4.33133 -0.204
N 4.10189 -0.35455 -3.49581 -0.055
C 4.03005 0.16168 -2.14003 -0.190
C 4.53427 -0.81176 -1.07684 -0.036
C 3.21499 -1.23708 -4.00691 -0.436
O 3.36688 -1.77660 -5.09490 0.047
C 1.99376 -1.45181 -3.17995 -0.143
C 1.77184 -2.61337 -2.45237 -0.018
C 0.61661 -2.70587 -1.69825 -0.055
C -0.27558 -1.64304 -1.70389 -0.144
N -0.07764 -0.54021 -2.41141 0.080
C 1.02785 -0.44953 -3.12608 -0.114
H 7.28391 -0.32369 -4.71313 0.065
H 6.37407 -1.71133 -4.09868 0.077
H 6.84656 -0.39743 -3.00659 0.060
H 4.91582 -0.14463 -5.36452 0.113
H 5.30939 1.15832 -4.20330 0.122
H 2.99450 0.41403 -1.90708 0.096
H 4.60937 1.08660 -2.10583 0.107
H 3.90282 -1.69567 -1.02192 0.060
H 4.50821 -0.31944 -0.10835 0.079
H 5.55480 -1.12911 -1.27239 0.060
H 2.49987 -3.41358 -2.46497 0.121
H 0.42238 -3.56578 -1.08105 0.089
H -1.18091 -1.67627 -1.11364 -0.011
H 1.16224 0.46665 -3.69343 0.120
C -0.74759 -4.52795 2.08871 -0.071
N -0.63092 -3.30300 2.81372 -0.159
C -1.60386 -2.76620 3.62168 -0.129
C -1.17584 -1.55389 4.02759 -0.118
N 0.07171 -1.36273 3.48710 0.071
C 0.38659 -2.41231 2.69206 -0.866
S 1.79908 -2.65372 1.85296 0.528
H -1.01384 -5.33882 2.77185 0.086
H 0.21914 -4.73109 1.62734 0.036
H -1.50827 -4.42681 1.31103 0.077
H -2.51645 -3.29513 3.80647 0.114
H -1.64174 -0.82693 4.66174 0.090
H 0.51327 -0.45310 3.41714 0.109
Cl -2.49644 -1.47879 0.85613 -0.106
O -2.90873 1.91582 -0.18401 -0.385
N -2.58272 2.42136 -1.31361 -0.049
C -3.36942 3.31069 -1.89476 -0.323
C -2.97622 3.79697 -3.15004 -0.225
N -2.66885 4.19533 -4.18665 0.127
C -4.57741 3.83164 -1.38629 -0.195
N -5.55452 4.26979 -0.96562 0.155
C -6.08819 1.14699 1.70918 -0.225
Si -5.27963 0.74553 3.39296 0.053
C -5.04623 -1.15374 3.44021 -0.252
C -6.46559 1.25584 4.82029 -0.261
Se -3.33369 1.81458 3.78327 0.070
H -7.04842 0.64895 1.59709 0.011
H -5.43174 0.79223 0.91839 0.009
H -6.23845 2.21110 1.55689 0.012
H -5.95095 -1.68656 3.15642 0.012
H -4.73708 -1.49875 4.42325 0.011
H -4.26643 -1.42194 2.73214 -0.070
H -7.35839 0.63803 4.85542 0.002
H -6.76832 2.29222 4.71086 0.006
H -5.95164 1.16807 5.77252 0.001

***

21
Properties=species:S:1:pos:R:3:lowdin_charge:R:1 method="wB97M-V/def2-TZVPD" homo_ev=-12.6 charge=+1 smiles="C/C(N)=[NH+]/[C@@H]1C[C@H]1C" de_lowest_kcal_mol=50.3
C -3.05207 0.41234 -0.47200 0.028
C -1.79005 -0.02229 0.14832 -0.340
N -1.84445 -1.31975 0.50825 0.186
N -0.69995 0.70979 0.18621 0.088
C 0.53174 0.37519 0.69189 -0.209
C 1.66493 1.33042 0.44961 -0.090
C 1.77630 0.17659 -0.56369 -0.130
C 2.83294 -0.90652 -0.19660 -0.055
H -3.18537 0.12041 -1.48610 0.106
H -2.97438 1.51041 -0.41650 0.109
H -3.90892 0.11594 -0.01093 0.070
H -2.57933 -1.95440 0.15236 0.149
H -0.99940 -1.92133 0.70988 0.151
H -0.92042 1.67807 -0.26926 0.223
H 0.61564 -0.43921 1.42818 0.149
H 2.55154 1.19202 1.16602 0.150
H 1.18202 2.27181 0.11368 0.121
H 1.45390 0.24690 -1.60646 0.123
H 3.24176 -1.35010 -1.05440 0.066
H 2.45855 -1.74750 0.29616 0.061
H 3.64502 -0.47881 0.22539 0.043

***

57
Properties=species:S:1:pos:R:3:lowdin_charge:R:1 method="wB97M-V/def2-TZVPD" homo_ev=-8.6
Na 0.09116 -0.08566 0.02307 0.341
C -4.83376 -0.81222 0.26532 -0.674
F -5.84560 -1.46285 0.79588 0.152
F -4.70282 -1.04696 -1.05181 0.113
F -4.89902 0.47943 0.49546 0.144
S -3.23022 -1.52652 1.10680 0.553
O -2.08939 -0.84053 0.44364 -0.371
O -3.32645 -1.19696 2.52036 -0.332
O -3.27974 -2.99219 0.77209 -0.365
C -0.11777 0.79001 3.65408 -0.106
O 0.18874 -0.09712 2.65579 -0.190
C 1.22404 -0.97305 3.01099 -0.176
C 1.25516 -2.26758 2.14064 -0.154
O 1.27288 -2.03799 0.73335 -0.210
C 1.67239 -3.18934 0.00703 -0.082
H 0.71084 1.40852 3.99895 0.090
H -0.53238 0.26623 4.51538 0.103
H -0.82924 1.38492 3.08138 0.101
H 1.11522 -1.43797 3.99085 0.128
H 2.17462 -0.43970 3.01601 0.126
H 0.54198 -3.04297 2.42037 0.140
H 2.21342 -2.65764 2.48374 0.117
H 2.10208 -3.12463 -0.99261 0.085
H 0.73185 -3.73999 -0.00873 0.105
H 2.38227 -3.81398 0.54924 0.087
C -1.01488 -1.81853 -2.39553 -0.032
O 0.36399 -1.52249 -2.07584 -0.189
C 0.93009 -0.60322 -2.91039 -0.230
C 2.36723 -0.31180 -2.46347 -0.159
O 2.42273 0.22055 -1.13573 -0.188
C 3.64287 0.01756 -0.51558 -0.109
H -1.52780 -2.29196 -1.55834 0.086
H -1.14155 -2.37798 -3.32239 0.097
H -1.56871 -0.88598 -2.50385 0.075
H 0.51678 0.39855 -2.79316 0.121
H 0.90571 -0.95594 -3.94146 0.140
H 2.85629 0.32348 -3.20194 0.133
H 2.83460 -1.29642 -2.47808 0.120
H 3.95955 -1.02366 -0.45498 0.092
H 3.62698 0.38670 0.50989 0.085
H 4.36145 0.56081 -1.12928 0.096
C -2.06202 1.99155 -2.57422 -0.069
O -1.33686 1.68749 -1.38065 -0.198
C -1.58507 2.46676 -0.24910 -0.177
C -0.30784 3.27085 0.08857 -0.207
O 0.73277 2.38306 0.33485 -0.186
C 1.83593 3.12172 0.89800 -0.061
H -1.64018 2.87827 -3.04739 0.087
H -3.14032 2.09045 -2.44947 0.098
H -1.85816 1.27312 -3.36821 0.078
H -1.76653 1.80947 0.60127 0.115
H -2.46880 3.10030 -0.32489 0.136
H -0.48334 4.04551 0.83503 0.131
H -0.01205 3.80218 -0.81603 0.127
H 2.64164 2.39166 0.97518 0.071
H 1.70593 3.39499 1.94515 0.093
H 2.21929 3.92964 0.27479 0.099

***

| no. | frontier orbital gap (eV) |
| --- | --- |
| 1 | 7.60 |
| 2 | 9.52 |
| 3 | 8.38 |
| 4 | 6.70 |
| 5 | 9.21 |
| 6 | 8.56 |